# C2H7OPS

A 2-piece molecular cluster, C2H7OPS overall (wB97M-V/def2-TZVPD, the OMol25 dataset).

Cartesian coordinates (Å):
C  -0.765  -0.894  -0.527
C  1.297  -0.828  0.270
O  -1.474  0.211  -0.140
P  -0.744  1.739  -0.209
S  1.169  -0.503  1.944
H  -1.362  -1.861  -0.078
H  -0.480  -0.979  -1.503
H  1.663  0.022  -0.383
H  1.458  -1.787  -0.245
H  -0.992  1.973  -1.593
H  -1.747  2.376  0.529
H  1.978  0.532  1.935

Values from the calculation:
gap between HOMO and LUMO = 8.55 eV
total energy = -895.03962 a.u.
ΔE to the lowest compared entry with this formula, charge and spin = 110.7 kcal/mol
HOMO level = -0.282 Ha
2S+1 = 1

=====

# H4O2

A 2-piece molecular cluster, H4O2 overall (wB97M-V/def2-TZVPD, the OMol25 dataset).

Cartesian coordinates (Å):
O  -3.409  -1.221  -0.119
H  -4.240  -1.481  -0.576
H  -3.651  -0.422  0.402
O  3.860  0.993  0.485
H  3.015  1.326  0.107
H  4.425  0.806  -0.299

Values from the calculation:
gap between HOMO and LUMO = 12.54 eV
total energy = -152.86550 a.u.
ΔE to the lowest compared entry with this formula, charge and spin = 5.9 kcal/mol
HOMO level = -0.423 Ha
2S+1 = 1
SMILES = O.O

=====

# C23H39Cl2N4O4Yb

C23H39Cl2N4O4Yb as an isolated structure (wB97M-V/def2-TZVPD, the OMol25 dataset).

Cartesian coordinates (Å):
O  1.145  -1.116  -0.929
C  2.035  -1.247  -1.732
C  2.223  -2.453  -2.540
C  2.081  -3.720  -1.954
H  1.787  -3.785  -0.912
C  2.333  -4.853  -2.717
H  2.246  -5.848  -2.273
C  2.712  -4.711  -4.057
H  2.955  -5.595  -4.647
C  2.861  -3.447  -4.647
H  3.180  -3.340  -5.687
C  2.612  -2.313  -3.881
H  2.740  -1.308  -4.286
H  2.764  -0.166  -2.323
C  4.871  -0.170  -1.488
C  3.565  0.499  -1.722
H  5.674  0.538  -1.226
H  5.150  -0.710  -2.408
H  4.772  -0.976  -0.726
C  3.040  1.640  -1.280
C  3.664  2.843  -0.620
H  1.954  1.756  -1.403
H  4.759  2.873  -0.660
H  3.340  2.875  0.429
H  3.269  3.749  -1.105
Yb  -1.003  -0.832  -0.079
Cl  0.060  -2.972  1.121
Cl  -0.520  0.438  -2.485
H  -1.878  -5.282  -1.558
H  -2.123  -6.313  0.361
C  -1.849  -4.252  -1.178
C  -2.240  -5.430  1.004
N  -2.513  -4.280  0.133
H  -2.399  -3.564  -1.836
C  -3.021  -3.151  0.660
O  -2.978  -2.027  0.090
H  -3.102  -5.543  1.680
H  -3.462  -3.283  1.677
H  -0.796  -3.936  -1.065
H  -1.323  -5.257  1.594
H  -3.682  4.267  -1.363
H  -4.137  1.979  -3.745
C  -2.739  3.721  -1.503
C  -3.104  2.242  -3.465
N  -2.987  2.387  -2.022
H  -2.208  3.676  -0.551
C  -2.929  1.299  -1.243
O  -2.574  1.239  -0.050
H  -2.419  1.453  -3.802
H  -3.187  0.363  -1.769
H  -2.148  4.264  -2.246
H  -2.830  3.196  -3.923
C  -1.586  -0.903  3.427
N  -1.389  0.526  3.540
C  -2.168  1.227  4.532
C  -1.552  2.566  4.832
C  -1.358  3.357  3.569
N  -0.676  2.539  2.583
C  -0.036  3.190  1.462
C  -0.774  1.186  2.515
O  -0.305  0.554  1.520
H  -0.687  -1.395  3.032
H  -2.419  -1.151  2.746
H  -1.815  -1.306  4.424
H  -3.206  1.372  4.179
H  -2.193  0.602  5.427
H  -0.588  2.449  5.330
H  -2.208  3.124  5.495
H  -0.735  4.244  3.735
H  -2.328  3.694  3.161
H  -0.478  2.856  0.512
H  -0.159  4.273  1.568
H  1.042  2.959  1.444

Values from the calculation:
gap between HOMO and LUMO (alpha / beta) = 6.24 / 6.27 eV
total energy = -3498.92825 a.u.
ΔE to the lowest compared entry with this formula, charge and spin = 8.2 kcal/mol
HOMO level (alpha / beta) = -0.207 / -0.207 Ha
2S+1 = 2

=====

# C46H35BeF5N3O3S4

C46H35BeF5N3O3S4 as an isolated structure (wB97M-V/def2-TZVPD, the OMol25 dataset).

Cartesian coordinates (Å):
Be  -0.610  0.440  -1.295
C  -2.960  -1.257  7.547
C  -2.162  -0.945  6.313
C  -2.773  -0.861  5.068
C  -2.026  -0.610  3.925
C  -0.655  -0.457  4.034
C  -0.021  -0.519  5.270
C  -0.778  -0.758  6.399
S  0.257  -0.150  2.545
O  1.091  1.080  2.788
C  1.395  -1.538  2.629
C  2.758  -1.252  2.831
C  3.664  -2.270  2.801
C  3.253  -3.602  2.554
C  4.188  -4.666  2.493
C  3.778  -5.941  2.241
C  2.407  -6.220  2.036
C  1.481  -5.219  2.090
C  1.879  -3.882  2.351
C  0.943  -2.810  2.391
C  -0.509  -3.079  2.153
C  -1.318  -3.625  3.197
C  -0.780  -3.927  4.471
C  -1.578  -4.438  5.455
C  -2.949  -4.670  5.216
C  -3.494  -4.380  3.998
C  -2.694  -3.847  2.961
C  -3.254  -3.506  1.700
C  -2.481  -2.990  0.709
C  -1.100  -2.796  0.947
S  -0.068  -2.165  -0.353
O  -0.973  -1.137  -1.052
C  -0.002  -3.537  -1.459
C  -1.030  -3.818  -2.346
C  -0.906  -4.915  -3.180
C  0.224  -5.732  -3.136
C  0.357  -6.912  -4.056
C  1.244  -5.417  -2.242
C  1.146  -4.316  -1.408
H  -4.028  -1.136  7.372
H  -2.671  -0.613  8.377
H  -2.787  -2.290  7.859
H  -3.845  -0.997  4.990
H  -2.502  -0.554  2.952
H  1.051  -0.379  5.339
H  -0.295  -0.809  7.368
H  3.055  -0.225  2.996
H  4.717  -2.068  2.954
H  5.237  -4.444  2.651
H  4.500  -6.746  2.198
H  2.092  -7.236  1.837
H  0.433  -5.442  1.928
H  0.271  -3.747  4.659
H  -1.157  -4.668  6.425
H  -3.567  -5.082  6.003
H  -4.547  -4.552  3.809
H  -4.314  -3.665  1.540
H  -2.903  -2.715  -0.248
H  -1.897  -3.172  -2.407
H  -1.697  -5.139  -3.885
H  -0.567  -7.100  -4.599
H  0.617  -7.813  -3.500
H  1.149  -6.740  -4.787
H  2.135  -6.033  -2.208
H  1.951  -4.064  -0.728
N  -3.551  2.518  -0.032
C  -2.706  2.891  0.989
C  -1.567  2.177  0.802
N  -1.714  1.374  -0.308
C  -2.915  1.614  -0.792
H  -4.477  2.872  -0.199
H  -2.985  3.614  1.734
H  -0.670  2.174  1.397
H  -3.331  1.173  -1.682
S  1.616  0.487  -0.566
C  2.068  2.114  -0.374
N  1.819  2.823  0.699
C  2.320  4.191  0.758
C  2.961  4.511  -0.606
S  3.007  2.956  -1.550
H  1.422  2.339  1.522
H  3.039  4.278  1.573
H  1.491  4.868  0.962
H  3.975  4.884  -0.497
H  2.376  5.235  -1.167
F  1.580  4.447  -6.232
C  1.023  3.588  -5.378
C  0.618  4.008  -4.125
F  0.813  5.275  -3.743
C  0.039  3.110  -3.253
F  -0.318  3.537  -2.023
C  -0.141  1.763  -3.568
O  -0.688  0.926  -2.722
C  0.280  1.367  -4.839
F  0.136  0.090  -5.205
C  0.848  2.259  -5.730
F  1.234  1.842  -6.935

Values from the calculation:
gap between HOMO and LUMO = 7.72 eV
total energy = -4270.71792 a.u.
net charge = +1
ΔE to the lowest compared entry with this formula, charge and spin = 0.0 kcal/mol
HOMO level = -0.372 Ha
2S+1 = 1

=====

# C45H26F15Ge2NOReS

C45H26F15Ge2NOReS as an isolated structure (wB97M-V/def2-TZVPD, the OMol25 dataset).

Cartesian coordinates (Å):
Re  1.492  1.226  -0.123
O  3.326  2.002  0.593
C  3.788  3.364  0.272
C  4.577  3.370  -1.017
C  3.828  2.618  -2.126
C  2.444  3.158  -2.355
C  2.230  4.265  -3.162
C  0.942  4.690  -3.434
C  -0.127  3.970  -2.915
C  0.138  2.897  -2.099
N  1.398  2.513  -1.783
H  4.083  1.431  0.790
H  4.357  3.725  1.127
H  2.868  3.947  0.207
H  5.560  2.918  -0.875
H  4.748  4.414  -1.290
H  3.750  1.555  -1.871
H  4.390  2.669  -3.059
H  3.083  4.772  -3.590
H  0.772  5.553  -4.064
H  -1.151  4.239  -3.129
H  -0.660  2.307  -1.669
F  -1.432  -0.649  -0.175
C  -2.598  -0.863  0.511
C  -2.928  -0.092  1.606
C  -4.139  -0.377  2.224
F  -4.505  0.361  3.275
C  -4.984  -1.389  1.804
F  -6.118  -1.628  2.425
C  -4.612  -2.156  0.702
F  -5.381  -3.137  0.285
C  -3.418  -1.881  0.050
F  -3.061  -2.603  -1.015
Ge  -2.031  1.458  2.349
S  0.074  1.865  1.454
C  -1.581  1.320  4.201
C  -1.620  0.128  4.911
F  -1.951  -1.020  4.295
C  -1.311  0.072  6.259
F  -1.352  -1.074  6.917
C  -0.941  1.241  6.918
F  -0.646  1.202  8.198
C  -0.859  2.445  6.225
F  -0.476  3.543  6.848
C  -1.169  2.459  4.878
F  -1.041  3.608  4.202
C  -3.080  2.969  1.790
C  -3.784  3.795  2.652
F  -3.758  3.575  3.962
C  -4.551  4.852  2.184
F  -5.214  5.625  3.019
C  -4.620  5.092  0.816
F  -5.339  6.094  0.357
C  -3.936  4.268  -0.073
F  -4.001  4.489  -1.382
C  -3.190  3.224  0.433
F  -2.544  2.418  -0.443
C  1.472  -0.328  -0.938
Ge  0.807  -1.964  -1.374
C  0.130  -2.651  -3.007
C  1.065  -3.240  -3.869
C  0.621  -3.691  -5.104
C  -0.713  -3.552  -5.463
C  -1.623  -2.961  -4.600
C  -1.213  -2.498  -3.357
C  1.432  -3.576  -0.082
C  1.240  -2.795  1.100
C  0.126  -2.965  1.904
C  -0.811  -3.934  1.583
C  -0.682  -4.695  0.416
C  0.395  -4.509  -0.415
C  2.767  -3.650  -0.781
C  3.717  -2.628  -0.673
C  4.971  -2.769  -1.245
C  5.303  -3.934  -1.919
C  4.372  -4.963  -2.024
C  3.116  -4.823  -1.468
H  2.107  -3.345  -3.602
H  1.322  -4.149  -5.788
H  -1.045  -3.906  -6.429
H  -2.659  -2.857  -4.891
H  -1.930  -2.045  -2.688
H  2.026  -2.119  1.412
H  0.015  -2.371  2.800
H  -1.652  -4.104  2.240
H  -1.428  -5.436  0.170
H  0.477  -5.094  -1.319
H  3.488  -1.717  -0.127
H  5.699  -1.977  -1.148
H  6.287  -4.050  -2.350
H  4.635  -5.885  -2.521
H  2.431  -5.655  -1.531

Values from the calculation:
gap between HOMO and LUMO = 6.05 eV
total energy = -7987.57885 a.u.
net charge = +3
ΔE to the lowest compared entry with this formula, charge and spin = 5.8 kcal/mol
HOMO level = -0.582 Ha
2S+1 = 1

=====

# C6H16

A 2-piece molecular cluster, C6H16 overall (wB97M-V/def2-TZVPD, the OMol25 dataset).

Cartesian coordinates (Å):
C  0.668  0.931  -1.526
C  0.840  -0.503  -1.822
C  2.047  1.523  -1.331
H  0.128  1.492  -2.442
H  0.025  1.190  -0.665
H  0.363  -0.782  -2.759
H  2.333  1.374  -0.254
H  2.864  1.173  -2.035
H  0.568  -1.301  -1.016
H  1.857  -0.843  -2.093
H  2.040  2.571  -1.561
C  -1.262  -0.431  1.093
C  -1.601  0.330  2.347
C  -0.777  -1.824  1.262
H  -2.301  -0.437  0.398
H  -0.505  0.129  0.356
H  -1.949  -0.259  3.127
H  0.376  -1.875  1.616
H  -1.288  -2.148  2.150
H  -2.393  1.039  2.045
H  -0.799  0.951  2.676
H  -0.811  -2.434  0.310

Values from the calculation:
gap between HOMO and LUMO (alpha / beta) = 12.20 / 4.63 eV
total energy = -237.74025 a.u.
net charge = +1
ΔE to the lowest compared entry with this formula, charge and spin = 37.5 kcal/mol
HOMO level (alpha / beta) = -0.554 / -0.547 Ha
2S+1 = 2

=====

Q: Which of these has the lowest total energy?
A: C45H26F15Ge2NOReS

=====

Q: What is the formula in the third record?
A: C23H39Cl2N4O4Yb